1.
88
Properties=species:S:1:pos:R:3 method="wB97M-V/def2-TZVPD" total_charge=0 homo_lumo_gap_ev=9.19 smiles="C=CC(=O)O[C@@H](CCO)OCCCC.CCOC(C)=O.CCOC(C)=O.CCOC(C)=O.CCOC(C)=O" de_lowest_kj_mol=127.4
C -1.71 3.71 -0.27
C -1.91 3.33 -1.54
C -2.85 2.24 -1.82
O -3.14 1.95 -2.93
O -3.37 1.69 -0.72
C -3.70 0.28 -0.85
C -2.43 -0.51 -1.23
C -1.28 -0.19 -0.30
O -0.22 -1.12 -0.50
O -4.15 -0.25 0.34
C -5.04 0.59 1.08
C -6.40 0.85 0.43
C -6.49 2.09 -0.50
C -6.73 1.68 -1.97
H -1.50 2.94 0.47
H -1.82 4.74 0.05
H -1.39 3.84 -2.34
H -4.39 0.13 -1.68
H -2.19 -0.44 -2.28
H -2.70 -1.55 -1.04
H -0.88 0.81 -0.44
H -1.61 -0.28 0.73
H 0.60 -0.73 -0.18
H -5.25 0.03 2.00
H -4.57 1.51 1.42
H -6.80 -0.05 -0.03
H -7.07 1.05 1.27
H -5.66 2.78 -0.37
H -7.39 2.63 -0.20
H -7.42 2.36 -2.47
H -5.81 1.73 -2.55
H -7.17 0.69 -2.05
C -1.46 2.57 -5.82
C -2.97 2.70 -5.89
O -3.36 3.99 -6.39
C -3.48 4.28 -7.69
C -2.91 3.32 -8.71
O -3.97 5.32 -8.02
H -1.01 2.65 -6.81
H -1.18 1.61 -5.39
H -1.04 3.37 -5.22
H -3.43 1.90 -6.46
H -3.37 2.63 -4.88
H -1.89 3.62 -8.95
H -3.51 3.38 -9.62
H -2.92 2.28 -8.40
C 2.97 -3.55 2.77
C 3.71 -2.78 1.70
O 3.05 -1.55 1.37
C 3.22 -0.40 2.04
C 3.92 -0.41 3.38
O 2.75 0.61 1.58
H 2.93 -3.00 3.70
H 3.46 -4.51 2.96
H 1.94 -3.74 2.46
H 4.75 -2.59 1.96
H 3.73 -3.36 0.77
H 3.17 -0.51 4.17
H 4.43 0.53 3.50
H 4.67 -1.19 3.48
C 2.33 -9.33 0.18
C 2.71 -7.87 0.25
O 2.35 -7.29 1.51
C 3.12 -7.34 2.61
C 4.30 -8.28 2.64
O 2.81 -6.68 3.57
H 2.86 -9.92 0.93
H 2.56 -9.74 -0.80
H 1.26 -9.45 0.37
H 3.77 -7.70 0.04
H 2.16 -7.31 -0.50
H 3.98 -9.23 3.07
H 5.07 -7.84 3.28
H 4.76 -8.45 1.67
C 5.74 5.56 3.85
C 4.69 4.59 3.34
O 4.92 3.27 3.84
C 4.47 2.82 5.03
C 3.95 3.81 6.04
O 4.56 1.65 5.28
H 5.71 5.66 4.94
H 5.58 6.55 3.41
H 6.74 5.22 3.59
H 3.68 4.92 3.57
H 4.76 4.51 2.26
H 4.76 4.12 6.69
H 3.18 3.32 6.63
H 3.48 4.70 5.60

2.
105
Properties=species:S:1:pos:R:3 method="wB97M-V/def2-TZVPD" total_charge=0 homo_lumo_gap_ev=9.35 smiles="CB(O)[C@@]1(P(O)Br)OC(=O)OC1(CCO)CCO.COC(=O)OC.COC(=O)OC.COC(=O)OC.COC(=O)OC.COC(=O)OC.COC(=O)OC"
C 0.13 6.35 0.32
B -0.09 4.85 -0.08
O -1.34 4.46 -0.48
C 1.08 3.67 0.04
P 1.98 4.16 1.64
O 1.35 3.00 2.62
Br 4.10 3.50 1.55
O 0.34 2.42 0.12
C 0.01 2.08 -1.13
O -0.78 1.26 -1.40
O 0.68 2.83 -2.03
C 1.78 3.50 -1.32
C 2.09 4.86 -1.97
C 3.18 4.85 -3.06
O 4.48 5.10 -2.53
C 2.96 2.52 -1.45
C 2.90 1.17 -0.72
O 4.15 0.51 -0.86
H 1.15 6.72 0.15
H -0.08 6.48 1.40
H -0.60 6.97 -0.22
H -1.42 4.19 -1.41
H 0.71 3.44 3.22
H 2.46 5.53 -1.18
H 1.16 5.27 -2.39
H 2.97 5.65 -3.78
H 3.17 3.90 -3.61
H 4.47 5.02 -1.56
H 3.01 2.27 -2.52
H 3.92 3.00 -1.21
H 2.10 0.55 -1.15
H 2.69 1.26 0.35
H 4.36 0.46 -1.81
C -0.47 -3.74 -6.56
O -1.40 -2.74 -6.14
C -0.85 -1.72 -5.48
O 0.32 -1.60 -5.23
O -1.81 -0.87 -5.14
C -1.37 0.28 -4.41
H -1.06 -4.50 -7.09
H 0.26 -3.32 -7.24
H 0.03 -4.19 -5.71
H -0.67 0.87 -5.01
H -0.90 -0.01 -3.47
H -2.26 0.86 -4.20
C 6.51 2.81 -4.58
O 5.79 1.86 -5.38
C 4.94 1.10 -4.70
O 4.72 1.17 -3.52
O 4.38 0.24 -5.55
C 3.42 -0.65 -4.95
H 7.13 3.38 -5.26
H 5.82 3.48 -4.07
H 7.13 2.30 -3.85
H 2.59 -0.10 -4.53
H 3.89 -1.26 -4.19
H 3.06 -1.28 -5.76
C -3.29 3.54 7.45
O -2.69 2.25 7.25
C -1.79 2.20 6.27
O -1.45 3.13 5.57
O -1.33 0.96 6.18
C -0.37 0.77 5.14
H -3.99 3.41 8.26
H -2.53 4.27 7.72
H -3.81 3.86 6.55
H 0.50 1.41 5.31
H -0.81 1.00 4.17
H -0.06 -0.27 5.17
C -7.40 -0.35 3.92
O -6.23 -0.98 4.45
C -5.82 -0.50 5.62
O -6.35 0.39 6.24
O -4.74 -1.17 6.00
C -4.20 -0.76 7.26
H -7.60 -0.84 2.98
H -8.24 -0.47 4.60
H -7.21 0.71 3.75
H -4.92 -0.93 8.06
H -3.90 0.29 7.23
H -3.31 -1.37 7.43
C 3.10 -7.87 -8.45
O 3.01 -7.30 -9.77
C 2.10 -6.34 -9.89
O 1.38 -5.93 -9.01
O 2.12 -5.90 -11.15
C 1.19 -4.85 -11.42
H 3.88 -8.63 -8.51
H 3.38 -7.11 -7.73
H 2.15 -8.32 -8.17
H 1.39 -3.98 -10.80
H 0.17 -5.19 -11.25
H 1.32 -4.60 -12.47
C -4.32 -4.24 8.31
O -3.30 -4.12 9.31
C -3.49 -4.89 10.38
O -4.41 -5.64 10.56
O -2.47 -4.68 11.22
C -2.54 -5.45 12.43
H -4.04 -3.57 7.51
H -4.38 -5.26 7.93
H -5.29 -3.95 8.72
H -2.53 -6.52 12.20
H -3.44 -5.20 12.98
H -1.66 -5.18 13.00

3.
98
Properties=species:S:1:pos:R:3 method="wB97M-V/def2-TZVPD" total_charge=+1 homo_lumo_gap_ev=7.68
C 1.97 -0.17 0.14
C 0.67 0.38 -0.50
C 0.77 1.89 -0.78
C -0.57 2.55 -1.22
O -1.50 1.58 -1.75
C -2.74 1.56 -1.18
N -3.48 0.50 -1.95
C -4.44 -0.03 -1.27
C -4.47 0.59 0.11
C -2.98 1.00 0.24
I -2.67 2.31 1.89
H 2.82 0.02 -0.52
H 1.87 -1.25 0.30
H 2.15 0.29 1.13
H -0.16 0.20 0.22
H 0.47 -0.19 -1.42
H 1.08 2.40 0.14
H 1.52 2.09 -1.55
H -0.36 3.26 -2.04
H -1.02 3.12 -0.40
H -3.34 2.48 -1.31
H -3.17 0.30 -2.90
H -5.07 -0.82 -1.68
H -4.80 -0.14 0.86
H -5.17 1.44 0.08
H -2.42 0.08 0.45
Br -0.45 0.75 -4.50
C 0.19 -0.34 -5.99
C 0.98 -1.51 -5.50
Br 2.73 -0.96 -4.88
H 0.77 0.32 -6.63
H -0.70 -0.66 -6.53
H 1.16 -2.22 -6.31
H 0.50 -2.02 -4.67
Br -3.19 3.32 -5.97
C -3.66 1.66 -6.86
C -5.08 1.25 -6.58
Br -5.29 0.51 -4.79
H -2.93 0.92 -6.54
H -3.54 1.86 -7.92
H -5.38 0.45 -7.26
H -5.78 2.07 -6.66
Br 0.20 0.27 4.04
C -0.43 0.66 5.84
C -1.66 1.52 5.84
Br -1.24 3.38 5.41
H 0.41 1.12 6.36
H -0.64 -0.31 6.29
H -2.11 1.55 6.83
H -2.40 1.19 5.12
Br 5.63 -0.44 -1.78
C 6.15 -1.00 0.00
C 5.95 -2.48 0.18
Br 4.07 -2.92 0.40
H 5.56 -0.41 0.71
H 7.20 -0.73 0.11
H 6.44 -2.83 1.09
H 6.31 -3.05 -0.67
Br -5.30 2.28 7.10
C -5.08 4.06 7.85
C -3.65 4.31 8.27
Br -3.19 3.37 9.91
H -5.78 4.13 8.68
H -5.37 4.75 7.06
H -3.50 5.37 8.48
H -2.95 3.98 7.51
Br 8.38 -4.78 3.76
C 7.61 -3.97 5.36
C 6.43 -3.09 5.04
Br 6.99 -1.39 4.26
H 8.42 -3.43 5.84
H 7.30 -4.80 5.98
H 5.91 -2.82 5.96
H 5.74 -3.54 4.34
Br 4.75 -0.06 7.08
C 5.20 1.55 6.09
C 4.65 2.77 6.77
Br 2.72 2.96 6.55
H 4.82 1.42 5.08
H 6.29 1.60 6.06
H 5.07 3.68 6.36
H 4.83 2.74 7.84
Br -8.03 2.22 -8.82
C -7.61 1.79 -10.67
C -6.89 0.47 -10.79
Br -5.03 0.60 -10.24
H -7.03 2.62 -11.06
H -8.57 1.75 -11.18
H -6.87 0.15 -11.83
H -7.35 -0.30 -10.18
Br 2.59 -5.71 -2.46
C 3.05 -6.37 -0.69
C 2.79 -7.85 -0.56
Br 0.89 -8.23 -0.39
H 2.48 -5.78 0.02
H 4.11 -6.16 -0.57
H 3.24 -8.23 0.35
H 3.14 -8.41 -1.42

4.
102
Properties=species:S:1:pos:R:3 method="wB97M-V/def2-TZVPD" total_charge=0 homo_lumo_gap_ev=8.49
C -0.01 -3.64 2.14
C 1.34 -2.93 1.89
C 1.42 -2.45 0.43
C 0.72 -1.09 0.26
N 1.57 -0.11 -0.49
Si 0.90 0.34 -2.03
C 2.25 1.19 -3.03
C 3.66 1.03 -2.42
C 4.79 0.97 -3.50
C 5.54 -0.34 -3.40
C 5.57 -1.22 -4.48
C 6.23 -2.44 -4.34
C 6.85 -2.77 -3.16
C 6.86 -1.89 -2.09
C 6.20 -0.67 -2.22
C 0.30 -1.29 -2.81
O 0.59 -1.42 -4.20
C 1.91 -1.84 -4.47
O -0.32 1.47 -1.71
Si -1.63 1.55 -2.66
P -1.24 1.51 -4.85
P -2.20 -0.17 -5.81
O -1.37 -0.52 -6.97
O -3.65 0.33 -6.26
O -2.39 -1.44 -4.87
C -2.96 0.38 -2.07
C -4.16 0.18 -2.73
C -5.15 -0.66 -2.24
C -4.87 -1.28 -1.03
C -3.64 -1.04 -0.44
N -2.69 -0.24 -0.90
S -2.52 3.56 -2.30
O -1.75 4.60 -2.90
O -3.88 3.50 -2.77
F -2.53 3.69 -0.72
H -0.75 -3.32 1.39
H 0.07 -4.72 2.03
H -0.43 -3.39 3.11
H 2.13 -3.65 2.13
H 1.42 -2.11 2.60
H 2.47 -2.36 0.13
H 0.97 -3.24 -0.18
H -0.30 -1.18 -0.14
H 0.60 -0.68 1.26
H 1.67 0.71 0.09
H 1.98 2.25 -3.06
H 2.24 0.86 -4.07
H 3.70 0.08 -1.88
H 3.86 1.83 -1.71
H 4.39 1.09 -4.51
H 5.49 1.78 -3.30
H 5.07 -0.93 -5.39
H 6.24 -3.11 -5.19
H 7.33 -3.73 -3.05
H 7.34 -2.11 -1.15
H 6.18 0.02 -1.40
H 0.87 -2.08 -2.30
H -0.75 -1.53 -2.61
H 1.93 -2.88 -4.80
H 2.36 -1.25 -5.27
H 2.58 -1.77 -3.60
H 0.11 1.21 -5.06
H -4.34 -0.28 -5.98
H -1.87 -2.17 -5.24
H -4.33 0.71 -3.67
H -6.09 -0.80 -2.76
H -5.60 -1.93 -0.57
H -3.44 -1.52 0.51
C -5.76 3.68 -0.40
O -6.22 2.67 0.55
P -5.90 2.92 2.13
O -5.57 1.59 2.65
O -7.40 3.41 2.51
C -8.55 3.22 1.70
O -5.19 3.96 3.13
C -5.79 5.23 3.47
H -6.06 3.39 -1.40
H -6.20 4.65 -0.16
H -4.68 3.76 -0.36
H -8.75 2.16 1.53
H -8.46 3.75 0.75
H -9.40 3.65 2.23
H -6.66 5.07 4.09
H -6.05 5.79 2.58
H -5.05 5.78 4.05
C 5.41 0.15 7.43
O 4.61 -0.34 6.34
P 3.93 -1.84 6.50
O 4.07 -2.36 5.12
O 2.45 -1.22 6.80
C 2.08 0.15 6.66
O 3.59 -3.20 7.32
C 2.67 -3.23 8.42
H 5.76 1.15 7.18
H 4.83 0.21 8.36
H 6.28 -0.50 7.60
H 2.20 0.48 5.63
H 2.65 0.79 7.33
H 1.03 0.22 6.93
H 1.66 -3.09 8.06
H 2.92 -2.48 9.17
H 2.74 -4.22 8.87

5.
104
Properties=species:S:1:pos:R:3 method="wB97M-V/def2-TZVPD" total_charge=0 homo_lumo_gap_ev=10.68 de_lowest_kj_mol=70.3
Cl 1.45 -2.69 -2.14
C 2.60 -3.11 -0.87
C 3.13 -4.54 -0.89
Cl 3.77 -4.75 -2.57
H 1.96 -3.05 0.05
H 3.30 -2.29 -0.92
H 2.33 -5.24 -0.70
H 3.90 -4.66 -0.15
Cl -1.61 -1.66 3.18
C -3.17 -1.89 2.40
C -4.30 -1.18 3.23
Cl -4.06 0.55 3.37
H -3.31 -2.96 2.36
H -3.10 -1.50 1.34
H -4.37 -1.59 4.24
H -5.20 -1.45 2.67
Cl 5.70 -0.33 -3.15
C 5.99 -1.62 -4.33
C 4.63 -2.21 -4.67
Cl 3.76 -1.02 -5.64
H 6.56 -2.36 -3.83
H 6.60 -1.29 -5.16
H 3.97 -2.52 -3.89
H 4.76 -3.13 -5.29
Cl 5.17 -2.61 2.31
C 5.03 -1.15 1.35
C 4.64 0.00 2.27
Cl 2.96 -0.18 2.97
H 4.27 -1.32 0.61
H 5.95 -0.97 0.79
H 4.68 0.93 1.75
H 5.27 0.06 3.22
Cl -4.07 0.84 -2.22
C -5.21 0.14 -1.06
C -6.56 -0.14 -1.73
Cl -7.55 -1.10 -0.60
H -5.40 0.94 -0.33
H -4.70 -0.71 -0.67
H -6.37 -0.67 -2.68
H -7.11 0.78 -1.89
Cl -0.90 4.36 3.67
C -0.68 3.90 5.38
C -0.52 2.45 5.73
Cl 0.87 1.69 5.00
H -1.53 4.33 5.84
H 0.17 4.43 5.78
H -1.34 1.81 5.40
H -0.51 2.34 6.78
Cl -4.22 -3.37 -2.42
C -3.07 -4.72 -2.27
C -1.70 -4.38 -1.67
Cl -1.96 -4.24 0.09
H -2.88 -5.10 -3.29
H -3.63 -5.38 -1.62
H -1.14 -3.51 -2.07
H -1.07 -5.25 -1.80
Cl 2.12 -5.82 1.85
C 1.67 -4.24 2.68
C 1.54 -4.41 4.18
Cl 0.32 -5.68 4.63
H 0.76 -3.97 2.18
H 2.48 -3.59 2.39
H 1.24 -3.45 4.62
H 2.49 -4.68 4.60
Cl -4.69 3.28 1.08
C -5.61 4.22 2.20
C -5.58 3.67 3.62
Cl -6.18 4.94 4.63
H -6.65 4.22 1.87
H -5.18 5.25 2.13
H -4.53 3.38 3.87
H -6.18 2.81 3.79
Cl 0.76 2.70 -3.30
C -0.58 3.74 -2.95
C -0.20 4.92 -2.05
Cl 0.92 5.95 -2.99
H -1.43 3.22 -2.55
H -0.87 4.18 -3.92
H 0.24 4.60 -1.12
H -1.07 5.53 -1.95
Cl 2.83 7.49 1.11
C 3.34 6.22 -0.04
C 3.72 5.03 0.78
Cl 4.53 3.70 -0.19
H 4.22 6.69 -0.49
H 2.61 6.10 -0.88
H 2.87 4.66 1.40
H 4.45 5.30 1.54
Cl -0.40 -1.16 -7.42
C 0.33 -1.41 -5.85
C -0.52 -0.74 -4.78
Cl -2.02 -1.67 -4.54
H 1.39 -1.06 -5.83
H 0.36 -2.55 -5.62
H -0.77 0.28 -5.05
H 0.04 -0.76 -3.86
Cl -1.40 1.07 0.42
C 0.01 0.26 -0.31
C 1.22 1.07 0.10
Cl 2.68 0.35 -0.82
H -0.02 0.37 -1.36
H 0.11 -0.77 -0.04
H 1.39 1.01 1.19
H 1.08 2.10 -0.20